{
  "formula": "C39H42N9OSTeW",
  "method": "wB97M-V/def2-TZVPD",
  "elements": ["W", "S", "C", "C", "C", "C", "C", "C", "C", "C", "C", "N", "H", "H", "H", "H", "H", "H", "N", "C", "N", "C", "C", "C", "C", "C", "H", "H", "H", "H", "H", "H", "H", "H", "H", "H", "C", "C", "C", "C", "C", "C", "Te", "N", "C", "O", "C", "C", "C", "C", "C", "C", "C", "C", "C", "C", "C", "C", "C", "C", "C", "C", "H", "H", "H", "H", "H", "H", "H", "H", "H", "H", "H", "H", "H", "H", "H", "H", "H", "H", "H", "H", "H", "H", "H", "N", "N", "N", "C", "N", "N", "H", "H", "H"],
  "positions_angstrom": [[0.120178, -0.075088, 0.281428], [-0.465572, 3.689138, -2.121573], [0.809290, 2.892651, -2.927846], [1.197196, 1.755106, -2.282289], [0.436846, 1.492926, -1.099033], [-0.486671, 2.494764, -0.901150], [-1.402997, 2.477238, 0.245358], [-2.435172, 3.387465, 0.430027], [-3.250513, 3.278382, 1.536507], [-3.009048, 2.265949, 2.459152], [-1.972546, 1.400742, 2.213939], [-1.181237, 1.472221, 1.125737], [1.218558, 3.314827, -3.833142], [2.016304, 1.148607, -2.645657], [-2.585367, 4.175070, -0.296084], [-4.060827, 3.979543, 1.689106], [-3.603341, 2.153975, 3.354429], [-1.730943, 0.629984, 2.932437], [2.074115, 0.344987, 0.845780], [3.236156, 0.286382, 0.956948], [4.504933, 0.226049, 1.150245], [5.466141, 0.851835, 0.199527], [6.147830, 2.031530, 0.872884], [6.788479, 1.612493, 2.195168], [5.756482, 0.978224, 3.125935], [5.072249, -0.201653, 2.456213], [4.922365, 1.135300, -0.698660], [6.189904, 0.078340, -0.062755], [5.405578, 2.815187, 1.051248], [6.893571, 2.440199, 0.190492], [7.247418, 2.473756, 2.678802], [7.593232, 0.895787, 2.000116], [5.001876, 1.718519, 3.406903], [6.224878, 0.627623, 4.046343], [4.265896, -0.618940, 3.055909], [5.788901, -0.996491, 2.240027], [-6.586062, -3.606635, 5.165751], [-5.358579, -3.162915, 4.420004], [-4.087251, -3.410776, 4.918301], [-2.938673, -3.038417, 4.232420], [-1.607737, -3.346586, 4.877116], [-3.108896, -2.412443, 2.991099], [-1.257103, -2.042950, 2.053761], [-1.579949, -1.224885, 0.161059], [-2.102561, -2.230146, -0.666330], [-2.417895, -3.309972, -0.218950], [-2.264693, -1.903307, -2.109343], [-2.801860, -2.896435, -2.928987], [-2.947675, -2.668785, -4.286876], [-2.556472, -1.452471, -4.833537], [-2.027490, -0.457353, -4.021851], [-1.887768, -0.678668, -2.660843], [-0.578872, -4.041309, 2.048818], [-1.520670, -5.047214, 1.877588], [-1.116163, -6.371618, 1.939139], [0.222267, -6.667411, 2.168326], [1.143408, -5.643882, 2.344959], [0.766740, -4.301850, 2.295260], [1.808232, -3.238585, 2.536278], [-4.364765, -2.062596, 2.477824], [-4.648185, -1.256690, 1.236650], [-5.467622, -2.475271, 3.218728], [-6.355507, -3.858858, 6.199021], [-7.017133, -4.491668, 4.694016], [-7.351629, -2.831289, 5.161448], [-3.976768, -3.901876, 5.878550], [-1.742352, -3.448501, 5.951722], [-0.861844, -2.557044, 4.738578], [-1.181610, -4.280333, 4.504968], [-3.091568, -3.840600, -2.489512], [-3.366080, -3.438715, -4.920859], [-2.672579, -1.276961, -5.895198], [-1.735475, 0.493944, -4.447216], [-1.495741, 0.115139, -2.037623], [-2.556590, -4.804419, 1.691205], [-1.841829, -7.162939, 1.808965], [0.549275, -7.698082, 2.217568], [2.182145, -5.885854, 2.536919], [2.800400, -3.634456, 2.323907], [1.801750, -2.912797, 3.580209], [1.662130, -2.354716, 1.910878], [-4.818635, -1.907344, 0.378480], [-3.855146, -0.557152, 0.986316], [-5.555163, -0.675020, 1.394200], [-6.452787, -2.222227, 2.841471], [0.475820, -4.970487, -1.598944], [0.815133, -3.649241, -1.603532], [1.236327, -3.030599, -2.694865], [1.320440, -1.780737, -2.257187], [0.982793, -1.675763, -0.964802], [0.662392, -2.914083, -0.570674], [1.020512, -5.473278, -2.284818], [0.460256, -5.323599, -0.651456], [1.616585, -0.955619, -2.879446]],
  "forces_ev_per_angstrom": [[-0.27, 0.45, 0.47], [-0.02, 0.27, -0.07], [0.06, -0.06, 0.00], [-0.01, 0.07, 0.13], [-0.14, -0.47, -0.20], [-0.27, -0.01, 0.22], [0.20, 0.06, -0.35], [0.03, 0.11, -0.05], [-0.05, 0.02, 0.06], [-0.05, 0.06, -0.01], [0.25, -0.03, 0.03], [-0.19, 0.25, 0.14], [-0.02, 0.00, 0.02], [-0.02, 0.00, 0.01], [-0.03, -0.02, 0.00], [0.02, -0.01, -0.01], [0.00, 0.01, -0.01], [0.01, -0.05, -0.02], [0.03, -0.38, -0.27], [0.08, 0.16, 0.38], [0.08, 0.06, -0.13], [-0.08, -0.11, 0.16], [-0.03, 0.04, 0.02], [0.00, -0.05, -0.03], [-0.01, 0.01, 0.03], [-0.04, 0.03, -0.15], [-0.03, 0.02, 0.00], [0.02, -0.01, -0.03], [0.02, 0.01, -0.02], [0.01, 0.00, 0.00], [-0.01, 0.01, 0.00], [-0.01, 0.01, 0.00], [0.00, -0.01, 0.01], [0.01, 0.02, 0.00], [-0.02, 0.02, 0.02], [0.01, -0.02, 0.00], [0.04, 0.01, -0.02], [-0.08, -0.04, 0.05], [0.01, -0.03, 0.06], [-0.08, -0.13, 0.13], [-0.02, -0.02, 0.03], [0.03, 0.28, -0.18], [0.20, 0.16, -0.37], [0.35, -0.80, 0.25], [0.14, 0.89, -0.36], [-0.26, -0.41, 0.42], [0.07, 0.05, 0.02], [0.07, 0.00, -0.06], [0.01, 0.01, 0.02], [0.00, -0.01, -0.01], [-0.02, -0.04, 0.01], [-0.05, 0.03, 0.00], [-0.22, 0.05, -0.25], [0.09, -0.12, 0.00], [0.00, 0.04, 0.02], [-0.01, 0.05, 0.00], [0.03, -0.06, -0.02], [0.12, -0.02, -0.01], [-0.04, 0.03, -0.01], [-0.09, -0.05, 0.15], [0.14, -0.04, 0.01], [-0.02, 0.05, -0.02], [0.01, 0.01, -0.01], [0.02, 0.00, -0.01], [0.01, 0.00, -0.01], [-0.02, 0.01, -0.01], [-0.01, 0.01, 0.02], [-0.01, 0.02, -0.04], [-0.04, 0.05, 0.06], [-0.01, 0.00, 0.01], [0.00, 0.01, 0.00], [0.00, 0.00, 0.01], [0.00, 0.00, 0.01], [-0.04, -0.03, -0.02], [-0.01, 0.01, -0.03], [0.01, 0.00, 0.00], [0.00, 0.02, 0.01], [-0.01, -0.01, -0.01], [0.01, -0.01, 0.03], [-0.03, -0.01, 0.00], [-0.01, -0.06, -0.02], [0.05, -0.03, -0.05], [0.10, -0.01, -0.02], [-0.01, -0.03, -0.02], [0.01, -0.01, 0.03], [-0.29, 0.24, -0.19], [0.27, -0.14, -0.40], [-0.11, 0.10, 0.32], [0.07, -0.04, -0.12], [-0.31, -0.43, -0.10], [0.16, 0.25, 0.20], [0.12, -0.10, 0.12], [0.14, -0.14, 0.03], [-0.03, -0.01, 0.00]],
  "mulliken_charge": [1.5574, -0.2239, -0.8484, -0.6096, -0.4367, 0.3784, 1.4594, -1.0335, -0.5461, -0.9575, -0.4801, -0.1126, 0.5195, 0.3919, 0.4307, 0.4659, 0.5009, 0.8522, -0.7456, 0.7929, -0.0233, -0.7127, -0.5433, -0.6920, -0.6694, -0.5489, 0.4197, 0.3212, 0.2861, 0.3619, 0.3262, 0.3107, 0.3000, 0.3709, 0.3650, 0.2969, -1.6364, 0.2504, -0.8501, 0.6299, -1.7463, 0.5392, 0.7822, -0.1279, 0.4973, -0.5149, 0.1801, -0.5717, -0.7461, -0.5587, -0.8305, 0.0926, 1.1501, -0.9620, -1.0123, -0.8037, -0.7356, 0.9965, -1.4922, 0.9654, -1.4330, -0.7538, 0.3779, 0.3150, 0.4040, 0.4489, 0.6179, 0.2535, 0.2819, 0.4560, 0.4539, 0.4297, 0.4761, 0.5703, 0.5511, 0.4667, 0.4291, 0.4537, 0.5022, 0.3810, -0.1511, 0.2855, -0.0457, 0.5990, 0.5220, -0.5104, 1.1737, -1.1163, -0.4627, 0.0467, 0.0522, 0.3080, 0.2370, 0.3604],
  "e_above_lowest_ev": 1.1216,
  "multiplicity": 2,
  "homo_ha": [-0.445, -0.437],
  "homo_lumo_gap_ev": [6.16, 6.15],
  "s_squared": 0.77,
  "energy_ev": -76520.8825,
  "lumo_ev": [-5.951, -5.752],
  "charge": 2
}